Formula: C28H25CrF5N4O2Se
Source: OMol25
Level of theory: ωB97M-V with the def2-TZVPD basis set

Multiplicity = 5
Kohn-Sham gap (spin up / spin down) = 6.43 / 6.50 eV
ΔE to the lowest compared entry with this formula, charge and spin = 0.0 kJ/mol
Net charge = -2

Positions of all 66 atoms, in Å:
Cr -0.183955 -0.499586 0.192126
C -0.134756 -0.881883 -2.964413
N 0.116384 -1.667133 -1.743791
C -0.692416 -2.888078 -1.795664
C 1.537765 -1.879990 -1.574825
C 2.147335 -3.082389 -1.865904
C 3.511381 -3.266306 -1.645051
C 4.240995 -2.225278 -1.102974
C 3.640953 -1.007266 -0.804250
C 2.277819 -0.778950 -1.049568
N 1.522389 0.330566 -0.740462
C 2.009963 1.581538 -0.489623
C 3.321238 2.046818 -0.708181
C 3.717570 3.326759 -0.342082
C 2.826245 4.209567 0.238332
C 1.495314 3.812688 0.361066
C 1.075457 2.553238 -0.020814
N -0.315029 2.204342 -0.067525
C -0.828432 2.453041 -1.414391
C -1.165440 2.860409 0.910151
H 0.119533 -1.480110 -3.850039
H 0.477458 0.016766 -2.947485
H -1.190460 -0.611330 -2.982274
H -0.492359 -3.459160 -2.713367
H -1.739233 -2.583111 -1.792559
H -0.517256 -3.503069 -0.915691
H 1.552395 -3.902348 -2.244777
H 3.975719 -4.219707 -1.864487
H 5.292213 -2.360007 -0.872559
H 4.221458 -0.261686 -0.286565
H 4.045716 1.403612 -1.180759
H 4.748437 3.622238 -0.507862
H 3.138812 5.195738 0.559190
H 0.764110 4.513101 0.745823
H -0.789160 3.528028 -1.657175
H -1.854133 2.093279 -1.478040
H -0.222011 1.910450 -2.138932
H -1.314238 3.931180 0.692583
H -0.731499 2.760691 1.904153
H -2.139757 2.371055 0.896398
F 2.688506 -0.173833 2.013048
C 1.608656 0.133899 2.777011
C 0.337754 0.094628 2.243043
C -0.659178 0.401291 3.150071
F -1.956578 0.405799 2.763808
C -0.436298 0.737802 4.475055
F -1.449280 1.039698 5.315941
C 0.861216 0.770017 4.949994
F 1.109195 1.093057 6.236624
C 1.898154 0.462817 4.092909
F 3.165162 0.483212 4.561613
O -2.019821 -4.064128 1.063833
C -2.202324 -2.849542 1.139601
O -1.347112 -1.934915 0.926199
H -3.206657 -2.473421 1.426007
Se -3.385867 -0.180167 -1.058088
C -4.180414 0.768647 -2.478584
C -3.461931 1.296670 -3.566263
C -4.113741 1.978396 -4.578062
N -5.430563 2.196869 -4.628164
C -6.119518 1.698628 -3.594552
C -5.565937 1.007196 -2.536207
H -2.387707 1.172205 -3.619880
H -3.534969 2.377487 -5.408225
H -7.193920 1.868489 -3.618231
H -6.199010 0.638933 -1.738542

Forces on atoms 1 to 3 (eV/Å):
Cr 0.01 -0.03 0.06
C 0.00 0.01 0.04
N 0.05 0.04 -0.04

---

Formula: C28H25F5NOSm
Source: OMol25
Level of theory: ωB97M-V with the def2-TZVPD basis set

Multiplicity = 6
Kohn-Sham gap (spin up / spin down) = 8.22 / 8.41 eV

Positions of all 61 atoms, in Å:
C 2.260667 -0.085995 1.930716
C 2.198370 -0.852416 0.738126
C 1.892063 0.025957 -0.339361
H 2.440209 -1.912182 0.647510
C 1.763635 1.350530 0.198850
C 2.013249 1.276103 1.597805
H 1.619829 2.263850 -0.382312
C -1.435578 -2.037504 2.538319
C -0.182487 -2.491938 2.033646
C -0.280840 -2.565889 0.615180
H 0.676082 -2.792960 2.631432
C -1.570631 -2.078887 0.236267
C -2.301001 -1.782688 1.443430
H 1.894305 -0.235603 -1.401713
H 2.062960 2.121866 2.284012
H 2.509458 -0.466907 2.917789
H -3.349145 -1.474385 1.498267
H 0.468723 -2.969845 -0.064853
H -1.704607 -1.925644 3.585562
Sm -0.315075 -0.055227 1.209600
C -2.003544 -1.657799 -1.150646
C -3.527999 -1.825355 -1.257811
C -1.316311 -2.492026 -2.237239
H -3.818766 -2.843396 -0.955778
H -3.871244 -1.658111 -2.282759
H -4.054494 -1.114845 -0.613073
H -1.453583 -3.567864 -2.049874
H -0.238394 -2.292616 -2.300347
H -1.761021 -2.255507 -3.213483
C -1.534573 -0.153842 -1.277354
C -2.153488 0.660977 -2.412527
H -0.429672 -0.130579 -1.391007
H -1.876709 0.422160 -0.364477
O -3.354671 0.537266 -2.635149
N -1.381155 1.512422 -3.178491
C -0.216785 2.310398 -2.756442
H -1.957912 1.970534 -3.882375
C 1.072979 1.761917 -3.327071
C 2.276125 2.444736 -3.102580
H 2.245635 3.432311 -2.633099
C 3.489392 1.856356 -3.463948
H 4.427210 2.362816 -3.228971
C 3.498045 0.619725 -4.120661
H 4.443874 0.147065 -4.385212
C 2.291366 0.000405 -4.464905
H 2.271757 -0.936188 -5.023733
C 1.074598 0.587814 -4.087953
H 0.115739 0.145405 -4.373729
H -0.164298 2.397033 -1.652671
H -0.360899 3.334424 -3.140929
F 0.827176 -1.641052 4.818002
C 0.283756 -0.390130 4.864133
C -0.174465 0.239878 3.735166
C -0.676415 1.516016 3.845456
F -1.114317 2.164437 2.680500
C -0.728139 2.197846 5.062795
F -1.172120 3.469778 5.120203
C -0.272349 1.542264 6.206754
F -0.293789 2.164797 7.403061
C 0.231969 0.244515 6.109847
F 0.697333 -0.394224 7.200122

Forces on atoms 1 to 3 (eV/Å):
C 0.22 0.17 -0.38
C 0.33 0.51 -0.09
C 0.09 0.26 0.24

---

Formula: C28H25N5O2SV
Source: OMol25
Level of theory: ωB97M-V with the def2-TZVPD basis set

Multiplicity = 2
Kohn-Sham gap (spin up / spin down) = 5.27 / 5.34 eV
ΔE to the lowest compared entry with this formula, charge and spin = 142.4 kJ/mol

Positions of all 62 atoms, in Å:
V -1.331727 0.748443 -1.036807
N 0.303017 4.050314 1.349468
C -0.191783 2.827043 1.088153
N -1.071007 2.562323 0.189921
C -1.528720 3.615607 -0.656122
N -2.382061 3.363326 -1.571891
N -2.695141 1.992561 -1.575434
C -3.940595 1.751957 -1.060356
C -4.151196 0.499225 -0.528630
C -5.421518 0.035584 -0.049732
C -5.569867 -1.235758 0.376343
C -4.441000 -2.116248 0.333371
C -3.247127 -1.632941 -0.090146
N -3.027848 -0.339194 -0.478135
C -1.013447 4.969243 -0.420972
C -1.421612 6.064548 -1.179232
C -0.918888 7.323240 -0.912558
C 0.001416 7.505177 0.116724
C 0.418408 6.430891 0.878984
C -0.091974 5.168224 0.602518
H 1.003913 4.150972 2.062951
H 0.192853 2.017719 1.698227
H -4.653158 2.561154 -0.980821
H -6.251218 0.731923 -0.061432
H -6.527771 -1.592302 0.733390
H -4.523747 -3.148500 0.643271
H -2.376045 -2.269617 -0.118676
H -2.135124 5.896728 -1.974000
H -1.240469 8.169361 -1.504352
H 0.394540 8.491396 0.324641
H 1.133339 6.564078 1.682082
O 0.098024 1.043939 -1.702650
O -0.541938 -1.488640 -1.034687
S 0.875480 -1.657896 -0.529052
C 1.965400 -1.373049 -1.956928
C 3.398393 -1.550196 -1.555417
C 3.977239 -0.674865 -0.638211
C 5.291439 -0.847215 -0.232445
C 6.046607 -1.895319 -0.741186
C 5.480950 -2.768003 -1.658631
C 4.163266 -2.597633 -2.059135
C 1.067749 -3.462747 -0.430837
C 0.692785 -3.962739 0.932322
C -0.551145 -4.539793 1.157202
C -0.907674 -4.966868 2.428810
C -0.022169 -4.818773 3.484970
C 1.221813 -4.240111 3.267653
C 1.575500 -3.811578 1.998823
H 1.719116 -0.352237 -2.251759
H 1.650024 -2.060048 -2.743544
H 3.390469 0.150595 -0.251870
H 5.730114 -0.158697 0.478249
H 7.073478 -2.028036 -0.426783
H 6.065365 -3.583217 -2.065041
H 3.724664 -3.280104 -2.778269
H 2.096293 -3.712207 -0.691189
H 0.388347 -3.829728 -1.202176
H -1.246555 -4.648548 0.333183
H -1.880340 -5.411762 2.592924
H -0.299471 -5.151882 4.476490
H 1.916670 -4.122836 4.089181
H 2.545658 -3.356299 1.829257

Forces on atoms 1 to 3 (eV/Å):
V 0.07 -0.37 0.55
N 0.01 -0.05 -0.02
C -0.03 -0.04 0.07

---

Formula: C28H26BaN2O5S4
Source: OMol25
Level of theory: ωB97M-V with the def2-TZVPD basis set

Multiplicity = 1
Kohn-Sham gap = 3.77 eV
ΔE to the lowest compared entry with this formula, charge and spin = 86.1 kJ/mol
Net charge = -2

Positions of all 66 atoms, in Å:
Ba 0.429792 -0.699055 0.569839
S -4.538083 -2.627336 -0.120252
C -2.985694 -2.028559 0.106722
S -2.627673 -0.416151 -0.344498
S -1.785788 -3.004589 0.801127
C -0.308934 -2.206995 -2.912915
C 1.140026 -2.393005 -2.617871
C 2.053945 -3.147538 -3.341573
C 3.288003 -2.991303 -2.701174
C 3.059092 -2.151232 -1.620552
C 4.045536 -1.655330 -0.618239
N 1.752618 -1.790655 -1.569043
H -0.543411 -2.638363 -3.884654
H -0.572218 -1.147318 -2.928393
H -0.931562 -2.691774 -2.159255
H 1.850257 -3.729626 -4.224554
H 4.225953 -3.434277 -2.992948
H 5.064016 -1.864404 -0.942738
H 3.878275 -2.132597 0.349258
H 3.931250 -0.579962 -0.475595
O -0.983526 1.257166 1.819587
S -2.345617 0.858336 2.187178
C -2.821148 2.083339 3.575328
C -1.807458 2.148822 4.643192
C -2.105945 1.737146 5.940796
C -1.128295 1.725610 6.918085
C 0.167057 2.108841 6.610094
C 0.473621 2.520175 5.322706
C -0.507042 2.559703 4.350596
C -2.098174 -0.579286 3.292503
C -3.361345 -1.027727 3.922077
C -4.494856 -1.209430 3.136082
C -5.672458 -1.664208 3.695829
C -5.741920 -1.934795 5.052611
C -4.622287 -1.744378 5.844338
C -3.438797 -1.297177 5.283430
H -3.789514 1.741988 3.935797
H -2.938382 3.023496 3.038799
H -3.114114 1.422885 6.178524
H -1.376602 1.410303 7.923453
H 0.937568 2.080903 7.367650
H 1.484215 2.808182 5.072012
H -0.265089 2.867121 3.345712
H -1.317229 -0.313527 4.002211
H -1.719645 -1.362751 2.631585
H -4.448952 -1.024969 2.074384
H -6.534284 -1.812217 3.062514
H -6.661479 -2.305992 5.488059
H -4.672789 -1.946186 6.906473
H -2.559469 -1.169917 5.899184
O 1.738087 -1.365190 2.454610
C 2.511769 -0.412941 2.260900
O 2.347032 0.492554 1.426013
C 3.778755 -0.348772 3.095177
C 4.389802 0.884784 3.306734
C 5.560627 0.966994 4.044901
C 6.133362 -0.175937 4.562012
C 5.526723 -1.418584 4.347369
C 4.336816 -1.502087 3.617202
N 6.136541 -2.574023 4.881115
O 5.593738 -3.672911 4.712625
O 7.205107 -2.447166 5.507534
H 3.934110 1.761456 2.872247
H 6.030978 1.928723 4.203536
H 7.045328 -0.147027 5.138863
H 3.857545 -2.454642 3.445226

Forces on atoms 1 to 3 (eV/Å):
Ba -2.75 -0.80 -2.99
S -0.64 -0.23 -0.17
C -0.47 -0.10 -0.23